Below is a structure of composition C59H42BiF2NOP2S, with properties calculated with ωB97M-V/def2-TZVPD.

Each line ends with the Löwdin charge.
Cartesian coordinates (Å):
Bi (-0.724, 0.177, -0.150)  1.68
S (1.315, 2.320, 0.976)  0.86
P (-1.002, 0.728, 2.486)  1.00
P (3.322, 0.217, -1.099)  1.05
F (-6.103, 1.402, -0.799)  0.12
F (-5.091, -3.090, -0.203)  0.10
O (-0.175, 2.674, 0.920)  -0.69
N (-0.964, -2.052, 0.115)  -0.12
C (3.022, 3.663, 2.688)  -0.03
C (2.132, 3.452, -0.120)  -0.34
C (-1.439, -2.893, 4.497)  -0.05
C (2.289, 5.820, -0.654)  0.00
C (4.558, -0.794, -0.216)  -0.40
C (3.515, 4.056, 3.945)  0.01
C (5.053, -0.271, 0.982)  -0.11
C (0.084, -2.865, 0.298)  -0.12
C (-1.347, -4.747, 0.407)  0.00
C (-3.819, 0.601, 2.691)  -0.11
C (4.078, 1.895, -1.069)  -0.31
C (-0.822, -0.925, 3.260)  -0.37
C (-2.791, 2.785, 2.740)  -0.07
C (5.775, 5.732, -2.074)  -0.09
C (-0.052, 1.671, 3.753)  -0.25
C (0.489, -1.406, 3.187)  -0.13
C (6.041, 3.138, -1.880)  0.01
C (2.811, 3.690, 5.058)  -0.13
C (-0.140, -3.367, 4.413)  -0.06
C (4.426, -0.866, -3.543)  -0.09
C (-0.062, -4.223, 0.451)  -0.02
C (5.816, -1.054, 1.834)  -0.08
C (-5.193, 0.454, -0.621)  -0.26
C (-3.856, 0.802, -0.525)  -0.05
C (3.368, -0.428, -5.665)  -0.07
C (3.380, 3.134, -0.790)  -0.12
C (-1.781, -1.666, 3.939)  -0.08
C (6.074, -2.380, 1.513)  -0.08
C (-5.175, 2.571, 2.945)  -0.04
C (0.834, -2.610, 3.772)  -0.06
C (-0.626, 1.441, 4.997)  -0.06
C (-2.922, -0.187, -0.298)  -0.34
C (-2.228, -2.536, 0.053)  -0.19
C (1.624, 4.731, -0.088)  -0.06
C (-4.040, 3.367, 2.879)  -0.04
C (1.120, 2.482, 3.676)  -0.12
C (4.806, -2.133, -0.521)  -0.11
C (5.364, 1.954, -1.572)  -0.07
C (3.538, 5.614, -1.165)  -0.13
C (4.545, 6.589, -1.706)  -0.09
C (-4.650, -1.832, -0.299)  -0.20
C (-2.428, -3.907, 0.202)  0.04
C (-0.100, 1.916, 6.204)  0.02
C (4.371, -1.031, -4.921)  -0.07
C (4.065, 4.305, -1.222)  -0.08
C (1.056, 2.648, 6.167)  -0.13
C (5.571, -2.913, 0.336)  -0.08
C (1.868, 2.929, 2.550)  -0.30
C (2.458, 0.515, -3.655)  -0.12
C (-5.605, -0.859, -0.512)  0.11
C (1.903, 3.241, 7.257)  -0.08
C (-3.286, -1.542, -0.185)  -0.14
C (2.415, 0.358, -5.031)  -0.08
C (1.631, 2.928, 4.914)  -0.07
C (3.461, -0.099, -2.898)  -0.38
C (5.374, 4.319, -1.752)  -0.14
C (-2.674, 1.396, 2.658)  -0.36
C (3.072, 3.937, 6.518)  -0.08
C (-5.062, 1.192, 2.852)  -0.06
H (6.655, 6.024, -1.499)  0.13
H (-6.150, 3.025, 3.065)  0.12
H (6.671, -2.992, 2.176)  0.11
H (-0.598, 1.673, 7.133)  0.13
H (1.331, 3.938, 7.871)  0.13
H (6.039, 5.833, -3.127)  0.13
H (1.727, 1.152, -3.163)  0.09
H (1.643, 0.848, -5.610)  0.11
H (2.268, 2.461, 7.926)  0.13
H (4.844, 0.762, 1.237)  0.10
H (6.211, -0.629, 2.747)  0.11
H (-5.949, 0.573, 2.898)  0.12
H (-2.191, -3.470, 5.020)  0.12
H (5.783, -3.944, 0.079)  0.11
H (4.787, 7.349, -0.963)  0.13
H (5.125, -1.630, -5.416)  0.11
H (1.060, -2.399, 0.324)  0.11
H (3.120, 5.004, 6.738)  0.13
H (-4.128, 4.444, 2.936)  0.12
H (4.427, -2.564, -1.441)  0.10
H (4.036, 3.513, 6.804)  0.13
H (1.858, -2.960, 3.728)  0.12
H (5.228, -1.323, -2.979)  0.09
H (0.122, -4.315, 4.863)  0.12
H (3.336, -0.561, -6.738)  0.11
H (-2.785, -1.288, 4.074)  0.09
H (4.423, 4.640, 4.010)  0.13
H (5.875, 1.018, -1.769)  0.11
H (3.568, 3.966, 1.803)  0.11
H (-1.904, 3.402, 2.681)  0.11
H (1.835, 6.802, -0.615)  0.13
H (-3.571, 1.844, -0.607)  0.13
H (-3.417, -4.325, 0.150)  0.12
H (-6.651, -1.126, -0.575)  0.15
H (4.147, 7.119, -2.573)  0.13
H (-1.508, -5.809, 0.527)  0.13
H (-3.747, -0.472, 2.585)  0.09
H (0.805, -4.849, 0.599)  0.13
H (7.057, 3.096, -2.251)  0.13
H (-1.534, 0.852, 5.046)  0.11
H (1.250, -0.802, 2.693)  0.11
H (0.684, 4.890, 0.427)  0.12

Cartesian forces (eV/Å) of the 3 atoms listed first:
Bi 0.090 0.521 0.124
S 0.424 0.433 -0.280
P -0.293 -0.606 0.738

multiplicity = 1
charge = +2
highest occupied orbital energy = -12.176 eV
molar mass = 1122.0 Da
HOMO-LUMO gap = 6.12 eV
maximum force = 0.999 eV Å⁻¹

---

Below is a structure of composition C54H43N6PS2V at a distorted geometry, with properties calculated with ωB97M-V/def2-TZVPD.

Each line ends with the Mulliken spin population.
Cartesian coordinates (Å):
V (0.679, -0.009, -0.174)  0.95
S (2.888, -0.158, -0.971)  -0.05
S (0.620, 1.900, -1.718)  0.01
P (-2.615, 0.165, 0.122)  0.00
N (-0.587, -0.774, -1.555)  -0.02
N (-2.021, 2.786, 0.923)  0.00
N (-0.272, 1.458, 0.970)  0.00
N (-0.428, -1.293, 1.143)  -0.01
N (-2.491, -0.581, -2.632)  0.00
N (-2.380, -1.914, 1.955)  0.00
C (-1.786, -4.447, 5.825)  0.00
C (3.837, 3.609, -3.209)  0.00
C (-0.978, 3.495, 1.455)  0.00
C (2.838, 4.007, 3.717)  0.00
C (4.839, 2.687, -2.842)  0.02
C (2.900, -3.014, -2.605)  0.00
C (-1.817, -3.703, 3.540)  0.00
C (-1.129, 7.567, 2.605)  0.00
C (1.457, -1.508, -4.460)  -0.01
C (-1.432, -2.712, 2.532)  0.00
C (-2.715, -5.428, 5.496)  0.00
C (-1.661, -2.867, -5.269)  0.00
C (1.598, 3.799, 3.139)  0.00
C (2.538, 2.136, 1.706)  0.05
C (-1.554, 1.555, 0.647)  -0.02
C (3.926, 3.250, 3.321)  0.00
C (1.138, -2.844, 2.310)  -0.01
C (-1.989, 6.653, 3.209)  0.00
C (-3.354, 3.273, 0.649)  0.00
C (2.228, 2.250, -2.127)  0.03
C (2.708, -1.996, -4.783)  0.00
C (3.432, -2.744, -3.860)  0.00
C (3.521, -2.564, 2.421)  0.00
C (1.432, 2.866, 2.112)  -0.01
C (-0.201, 5.815, 1.267)  0.00
C (-0.396, -1.255, -2.816)  0.02
C (2.514, -4.612, 3.150)  0.00
C (-2.314, -0.593, -5.782)  0.00
C (-0.211, -2.318, 2.020)  0.02
C (3.647, -3.843, 2.951)  0.00
C (-1.859, -0.378, -1.456)  0.02
C (-2.534, -0.963, -7.100)  0.00
C (-1.746, -1.073, 1.122)  0.00
C (-1.595, -1.143, -3.496)  0.00
C (-1.898, -1.549, -4.867)  0.00
C (2.544, 3.411, -2.837)  0.00
C (-1.077, 4.903, 1.857)  0.00
C (-3.889, -0.365, -2.889)  0.00
C (-3.183, -5.555, 4.203)  0.00
C (-1.336, -3.587, 4.846)  0.00
C (-2.724, -4.706, 3.212)  0.00
C (3.768, 2.296, 2.326)  0.01
C (4.549, 1.561, -2.127)  -0.01
C (2.263, -2.049, 2.136)  -0.01
C (1.611, -2.584, -2.303)  0.00
C (-1.959, 5.312, 2.848)  0.00
C (1.274, -4.137, 2.797)  0.00
C (-2.279, -2.253, -7.506)  0.00
C (-3.813, -1.948, 2.246)  0.00
C (0.910, -1.811, -3.218)  0.00
C (-0.224, 7.139, 1.641)  0.00
C (-1.836, -3.214, -6.597)  0.00
C (3.225, 1.318, -1.772)  0.04
C (0.104, 2.651, 1.521)  0.02
H (-3.359, 4.351, 0.761)  0.00
H (2.613, -5.610, 3.561)  0.00
H (-2.881, -0.214, -7.811)  0.00
H (-3.076, -6.116, 6.247)  0.00
H (2.153, -1.009, 1.853)  0.02
H (-2.690, 6.969, 3.972)  0.00
H (-2.447, -2.525, -8.549)  0.00
H (-4.272, -0.981, 2.049)  0.00
H (1.161, -2.843, -1.342)  0.00
H (3.473, -3.608, -1.897)  0.00
H (-2.599, 4.580, 3.343)  0.00
H (-1.647, -4.227, -6.925)  0.00
H (4.388, -1.934, 2.268)  0.00
H (-1.417, -4.350, 6.831)  0.00
H (4.420, -3.107, -4.126)  0.00
H (-3.963, -2.187, 3.286)  0.00
H (4.626, 1.705, 2.008)  0.00
H (-4.198, -1.032, -3.683)  0.00
H (5.870, 2.899, -3.118)  0.00
H (-3.640, 3.004, -0.366)  0.00
H (-3.066, -4.833, 2.190)  0.00
H (0.487, 5.473, 0.504)  0.00
H (2.442, 1.438, 0.894)  -0.07
H (4.620, -4.231, 3.209)  0.00
H (-2.480, 0.443, -5.487)  0.00
H (-1.131, 8.607, 2.907)  0.00
H (1.751, 4.102, -3.110)  0.00
H (0.404, -4.759, 2.908)  0.00
H (-1.307, -3.605, -4.562)  0.00
H (0.901, -0.905, -5.183)  0.00
H (-3.919, -6.316, 3.967)  0.00
H (4.900, 3.410, 3.775)  0.00
H (-4.306, -2.710, 1.654)  0.00
H (-4.075, 0.664, -3.188)  0.00
H (2.932, 4.788, 4.468)  0.00
H (3.146, -1.791, -5.762)  0.00
H (0.435, 7.859, 1.163)  0.00
H (5.318, 0.859, -1.845)  0.00
H (-4.462, -0.559, -1.998)  0.00
H (0.769, 4.393, 3.497)  0.00
H (-0.624, -2.807, 5.095)  0.00
H (-4.068, 2.853, 1.355)  0.00
H (4.110, 4.489, -3.785)  0.00

Cartesian forces (eV/Å) of the 3 atoms listed first:
V 1.185 0.640 -1.168
S -1.626 0.319 0.651
S -0.154 -1.104 0.909

multiplicity = 2
<S²> = 0.79
charge = +2
energy above the lowest of the compared OMol25 structures with the same formula, charge and spin = 15.3 kJ/mol
highest occupied orbital energy (spin up / spin down) = -12.722 / -12.692 eV
molar mass = 922.0 Da
HOMO-LUMO gap (spin up / spin down) = 5.86 / 5.68 eV
maximum force = 1.783 eV Å⁻¹

---

Question: Which of these has the highest maximum force?
Answer: C54H43N6PS2V

---

Question: What is the formula in the first record?
Answer: C59H42BiF2NOP2S

---

Question: Among the records above, which one has the highest multiplicity?
Answer: C54H43N6PS2V